This record from OMol25 describes a cluster of 2 separate species, C4H11NO in total at a distorted geometry. The level of theory is ωB97M-V/def2-TZVPD.

The geometry in XYZ format:
```
17
Properties=species:S:1:pos:R:3:mulliken_charge:R:1
C -0.36669 1.93744 1.84391 -1.025
C 0.76155 1.41522 0.94413 0.646
O 1.69932 0.80409 1.40322 -0.610
N 0.73640 1.83951 -0.35519 -0.402
H -0.13379 2.99391 1.97750 0.303
H -0.32256 1.32929 2.73688 0.279
H 1.30305 1.38194 -1.04940 0.239
H -0.11093 2.26203 -0.67372 0.214
H -1.34310 1.90134 1.37746 0.360
C 0.08393 -2.52276 -0.63972 -0.802
C -0.69068 -1.45858 -1.39019 -0.636
H 0.75127 -2.01719 0.05460 0.224
H -0.50438 -3.29906 -0.15508 0.291
H 0.73235 -3.11434 -1.29681 0.268
H -1.49874 -1.82934 -2.01929 0.326
H 0.05021 -0.92897 -1.99468 0.173
H -1.14722 -0.69452 -0.76363 0.152
```

Calculated values
- strongest force on any atom (eV Å⁻¹) = 1.2
- SMILES = CC(N)=O.CC
- highest occupied orbital energy (eV) = -9.84
- relative energy (zero: lowest compared OMol25 entry of this formula, charge and spin) (kJ/mol) = 21.8
- E_LUMO (eV) = 0.8012

---

This record from OMol25 describes a structure of composition C7H16N2OP at a distorted geometry. The level of theory is ωB97M-V/def2-TZVPD.

The geometry in XYZ format:
```
27
Properties=species:S:1:pos:R:3:mulliken_charge:R:1
C 1.09959 1.58467 1.10101 -0.694
C 1.10724 0.66815 0.16224 0.102
C -2.00838 -0.99635 0.62098 0.768
C -3.48777 -1.11047 0.94199 -1.420
C -1.82736 -0.30120 -1.89893 -1.669
C 4.92563 -0.27380 0.46242 -0.925
C -1.53269 0.00001 -0.42874 0.691
N -1.87996 1.29189 -0.14998 -0.375
N 0.32144 -0.33847 -0.32310 -0.156
O -1.16558 -1.55891 1.32783 -0.597
P 3.71150 -0.29892 -1.01137 0.072
H 2.13611 1.95656 1.42914 0.205
H 0.22949 2.01204 1.55282 0.228
H -3.96762 -0.26253 0.57297 0.419
H -3.95238 -1.86991 0.34166 0.376
H -3.64596 -1.41419 1.93683 0.415
H -1.92633 0.55555 -2.44927 0.489
H -1.20449 -1.02677 -2.31037 0.454
H -2.83949 -0.68936 -2.08664 0.362
H 5.87311 -0.61222 0.14449 0.356
H 4.58321 -1.02373 1.18687 0.285
H 4.92286 0.59190 1.05958 0.332
H -1.98453 1.66715 0.82896 0.303
H -2.04484 1.93526 -0.94198 0.190
H 0.11340 -0.97476 0.39453 0.384
H 0.62281 -0.67628 -1.20924 0.320
H 3.82099 1.16467 -1.25471 0.086
```

Calculated values
- strongest force on any atom (eV Å⁻¹) = 3.4
- highest occupied orbital energy (spin up / spin down) (eV) = -11.89 / -11.35
- charge = +1
- relative energy (zero: lowest compared OMol25 entry of this formula, charge and spin) (kJ/mol) = 286.2
- E_LUMO (spin up / spin down) (eV) = -3.8088 / -4.2349

---

This record from OMol25 describes a cluster of 2 separate species, C19H15N4O10 in total at a distorted geometry. The level of theory is ωB97M-V/def2-TZVPD.

The geometry in XYZ format:
```
48
Properties=species:S:1:pos:R:3:mulliken_charge:R:1
C -5.52391 -0.22672 1.37510 -0.841
O -4.65229 0.92405 1.33795 -0.463
C -3.30541 0.76264 1.42041 0.911
C -2.52425 1.94357 1.51272 -0.801
C -1.16094 1.88968 1.37251 -0.474
C -0.48601 0.63946 1.16111 0.876
C 0.90803 0.58143 0.87018 0.602
C 1.61282 -0.67510 0.65871 -0.083
O 1.12211 -1.69213 0.18872 -0.717
O 2.94488 -0.70427 0.96910 -0.318
C 3.55117 0.44830 1.59715 1.697
C 3.27186 0.46705 3.09131 -1.493
C 5.04360 0.34420 1.28565 -1.780
O 3.07546 1.65287 0.96462 -0.347
C 1.72658 1.77994 0.71212 0.168
O 1.33116 2.85624 0.29769 -0.727
C -1.28387 -0.54807 1.21681 -1.077
C -2.66007 -0.49296 1.32072 -0.292
H -6.51814 0.19970 1.50224 0.245
H -5.47047 -0.77886 0.42751 0.313
H -5.29186 -0.89288 2.22018 0.332
H -3.03919 2.89598 1.62793 0.334
H -0.57098 2.80529 1.35720 0.401
H 2.19618 0.51995 3.29150 0.300
H 3.68553 -0.44422 3.53834 0.351
H 3.77180 1.33529 3.53655 0.356
H 5.16666 0.29324 0.20070 0.395
H 5.57510 1.21617 1.67519 0.379
H 5.45271 -0.56304 1.73783 0.357
H -0.78298 -1.50722 1.10947 0.387
H -3.25112 -1.41247 1.28034 0.329
O -2.98402 -2.78835 -3.56109 -0.584
N -1.74116 -2.79977 -3.56846 0.944
O -1.07602 -3.79041 -3.94465 -0.629
C -0.98175 -1.64306 -3.13078 -0.624
C 0.40633 -1.68178 -3.12396 -0.480
C 1.14387 -0.60118 -2.58198 -0.665
N 2.57145 -0.73146 -2.45117 1.233
O 3.13139 -1.74815 -2.90658 -0.695
O 3.19892 0.19376 -1.89043 -0.629
C 0.53213 0.55409 -2.06211 -0.151
C -0.86732 0.64043 -2.12226 0.591
N -1.69514 1.58771 -1.59001 -0.457
O -2.97494 1.01495 -1.74773 -0.068
N -2.94774 -0.24232 -2.34660 -0.520
C -1.64231 -0.44962 -2.61940 1.070
H 0.93121 -2.55713 -3.49618 0.594
H 1.08095 1.42517 -1.71418 0.750
```

Calculated values
- strongest force on any atom (eV Å⁻¹) = 2.8
- highest occupied orbital energy (eV) = -3.79
- charge = -1
- E_LUMO (eV) = 0.7781

---

This record from OMol25 describes a structure of composition C4H13N2O2P at a distorted geometry. The level of theory is ωB97M-V/def2-TZVPD.

The geometry in XYZ format:
```
22
Properties=species:S:1:pos:R:3:mulliken_charge:R:1
C -1.76827 0.18179 1.37413 -1.319
C -3.13959 -0.47680 -0.72717 -1.583
C 0.10622 0.92029 -0.97325 0.000
C -1.70309 -0.24375 -0.07405 0.686
N 2.74665 -1.78318 -1.87568 -0.532
N 3.50680 1.58329 1.37287 -0.626
O -1.21321 0.86861 -0.79038 -0.301
O 0.97381 0.13872 -0.60164 -0.274
P 1.94117 -1.88149 -0.56873 0.169
H -2.75377 -0.28074 1.76297 0.313
H -0.87431 -0.22447 1.76205 0.348
H -1.89638 1.21711 1.40910 0.366
H -3.67155 0.45915 -0.70882 0.364
H -3.67710 -1.14178 -0.15478 0.483
H -3.01697 -0.85375 -1.74434 0.346
H 2.76982 0.96828 1.09282 0.184
H 0.47818 1.69503 -1.64274 0.431
H -1.12134 -1.10322 -0.27881 0.284
H 2.34693 -2.24126 -2.65051 0.249
H 4.07668 1.22475 2.05699 0.204
H 2.95951 2.47661 1.59393 0.226
H 2.92981 -1.50318 0.36603 -0.018
```

Calculated values
- strongest force on any atom (eV Å⁻¹) = 4.9
- highest occupied orbital energy (eV) = -8.16
- relative energy (zero: lowest compared OMol25 entry of this formula, charge and spin) (kJ/mol) = 313.3
- E_LUMO (eV) = 0.6735

---

This record from OMol25 describes a structure of composition CH7NOSi2 at a distorted geometry. The level of theory is ωB97M-V/def2-TZVPD.

The geometry in XYZ format:
```
12
Properties=species:S:1:pos:R:3:mulliken_charge:R:1
C -1.42819 -1.11233 0.03225 0.113
N 0.02146 -0.00464 -0.21108 0.063
O -2.49051 -0.58541 -0.00942 -0.372
Si 1.54936 -0.77832 -0.08536 0.185
Si -0.64242 1.60082 -0.13185 0.299
H -1.13176 -2.06971 0.26615 0.416
H 2.70530 -0.55856 -1.03182 -0.105
H 2.06793 -0.47940 1.24379 -0.098
H 1.54612 -2.26367 -0.17529 -0.156
H 0.61440 2.16584 -0.40547 -0.160
H -1.83603 1.90860 -0.87611 -0.100
H -0.97566 2.17679 1.38419 -0.085
```

Calculated values
- strongest force on any atom (eV Å⁻¹) = 6.0
- highest occupied orbital energy (eV) = -9.74
- relative energy (zero: lowest compared OMol25 entry of this formula, charge and spin) (kJ/mol) = 159.1
- E_LUMO (eV) = 0.2656

---

This record from OMol25 describes the molecule C2H3Cl2NO at a distorted geometry. The level of theory is ωB97M-V/def2-TZVPD.

The geometry in XYZ format:
```
9
Properties=species:S:1:pos:R:3:mulliken_charge:R:1
C -0.03649 0.21474 -0.63325 0.452
C -0.82837 0.27767 0.64896 0.030
H 1.40655 -1.17218 0.06421 0.196
H 1.77903 -0.33559 -1.42024 0.245
H -1.79609 0.82994 0.40809 0.302
N 1.13708 -0.51571 -0.66358 -0.363
O -0.41893 0.90114 -1.56679 -0.565
Cl -0.02824 1.20747 1.97957 -0.137
Cl -1.21455 -1.40749 1.18303 -0.160
```

Calculated values
- strongest force on any atom (eV Å⁻¹) = 1.8
- SMILES = NC(=O)C(Cl)Cl
- highest occupied orbital energy (eV) = -10.56
- relative energy (zero: lowest compared OMol25 entry of this formula, charge and spin) (kJ/mol) = 6.8
- E_LUMO (eV) = 0.6862

---

This record from OMol25 describes the molecule CClFN2O3 at a distorted geometry. The level of theory is ωB97M-V/def2-TZVPD.

The geometry in XYZ format:
```
8
Properties=species:S:1:pos:R:3:mulliken_charge:R:1
C 1.09813 -0.43709 -0.04916 0.456
N -1.40726 -0.50430 0.42365 0.240
N 0.54360 0.75785 -0.21838 0.725
O -2.44119 -0.91708 0.08118 -0.274
O -0.85821 0.49992 -0.47387 -0.274
O 0.94070 1.87949 -0.09718 -0.614
F 2.40559 -0.43377 0.26432 -0.184
Cl 0.34218 -1.96830 -0.19402 -0.076
```

Calculated values
- strongest force on any atom (eV Å⁻¹) = 4.7
- SMILES = O=NO/[N+]([O-])=C(/F)Cl
- highest occupied orbital energy (eV) = -9.63
- relative energy (zero: lowest compared OMol25 entry of this formula, charge and spin) (kJ/mol) = 151.7
- E_LUMO (eV) = -0.8137

---

This record from OMol25 describes the molecule C5H10O2. The level of theory is ωB97M-V/def2-TZVPD.

The geometry in XYZ format:
```
17
Properties=species:S:1:pos:R:3:mulliken_charge:R:1
C 1.80440 0.32125 -0.67122 -1.273
C 0.95853 -0.60630 0.15863 0.719
O 1.38679 -1.66019 0.58960 -0.615
C -0.51246 -0.25555 0.40316 1.371
C -0.70593 1.17219 0.92299 -1.584
C -1.20030 -0.50390 -0.95946 -1.574
O -1.01380 -1.14120 1.37386 -0.638
H 1.28018 0.63889 -1.57883 0.335
H 2.73782 -0.17932 -0.93292 0.370
H 2.02475 1.22249 -0.08886 0.311
H -0.03715 1.37031 1.76817 0.338
H -1.73277 1.27944 1.28602 0.418
H -0.53089 1.92871 0.15076 0.344
H -2.21487 -0.86238 -0.77952 0.422
H -0.67063 -1.28316 -1.52042 0.342
H -1.23618 0.39510 -1.58282 0.323
H -0.33749 -1.83637 1.46089 0.392
```

Calculated values
- strongest force on any atom (eV Å⁻¹) = 0.5
- SMILES = CC(=O)C(C)(C)O
- highest occupied orbital energy (eV) = -9.98
- relative energy (zero: lowest compared OMol25 entry of this formula, charge and spin) (kJ/mol) = 80.3
- E_LUMO (eV) = 0.8383

---

no.,total energy (hartree)
1,-289.0087
2,-801.9829
3,-1704.2681
4,-761.4603
5,-751.2015
6,-1128.4043
7,-933.1276
8,-346.9948